17
Properties=species:S:1:pos:R:3:forces:R:3 method="wB97M-V/def2-TZVPD" multiplicity=2 energy_ev=-7862.1471 homo_ha="0.0416 / -0.2035" relative_energy_kcal_mol=8.5 s_squared=0.7507 total_charge=-1
O -0.553 -2.655 1.690 -0.3 1.0 -0.5
N -1.026 1.133 0.262 -0.3 0.6 0.6
C 0.638 -0.401 -0.598 -0.7 0.1 -0.6
C 0.093 1.896 -0.226 0.2 0.6 -0.9
C -0.564 -0.264 0.405 0.8 1.2 -1.2
C 0.779 0.980 -1.249 0.7 0.3 0.5
H -0.668 -3.498 1.222 0.3 -0.5 0.7
H -0.179 2.832 -0.731 -0.4 0.0 0.3
H 0.340 1.071 -2.244 -0.4 -0.1 0.1
H 1.552 -0.623 -0.053 0.0 -0.4 -0.1
H 0.750 2.209 0.592 0.2 -0.4 0.0
H -1.410 -0.892 0.169 0.2 -0.5 0.4
H -1.769 1.230 -0.417 -0.1 -0.4 0.0
H -0.093 -0.440 1.359 -0.9 0.0 0.5
H -0.103 -2.714 2.549 0.0 -0.9 -0.1
H 1.817 1.289 -1.380 0.2 -0.2 0.0
H 0.399 -1.153 -1.349 0.4 -0.2 0.1


17
Properties=species:S:1:pos:R:3:forces:R:3 method="wB97M-V/def2-TZVPD" multiplicity=2 energy_ev=-7860.7937 homo_ha="-0.1073 / -0.1069" relative_energy_kcal_mol=39.7 s_squared=0.7542 total_charge=-1
O 0.508 -0.160 -2.396 0.0 0.2 -0.2
N -0.514 1.621 1.600 0.1 0.0 0.1
C 1.172 -0.054 0.976 -1.1 -0.2 0.4
C 0.505 1.281 0.642 0.8 -0.2 0.3
C 1.654 -0.859 0.042 0.1 0.1 -0.3
C -2.030 -0.986 -0.232 0.4 0.1 -0.3
H 1.349 1.987 0.604 -0.4 0.4 -0.2
H -2.494 -1.971 -0.320 0.1 0.0 0.2
H -1.981 -0.632 0.795 -0.3 0.0 0.1
H -1.004 -0.991 -0.609 -0.2 -0.3 -0.2
H 0.045 1.194 -0.352 0.2 -0.1 -0.2
H 2.072 -1.823 0.324 0.0 0.0 0.0
H 1.028 -0.346 2.022 0.5 0.0 -0.1
H -0.284 2.540 1.984 -0.1 0.1 0.0
H 1.493 -0.577 -1.043 0.1 -0.2 0.4
H -2.568 -0.292 -0.875 -0.1 0.1 0.1
H 1.049 0.068 -3.163 -0.1 0.0 0.0